1.
Density functional theory data (ωB97M-V with the def2-TZVPD basis set) for a 2-piece molecular cluster, C7H16O overall in a non-equilibrium geometry.

```
24
Properties=species:S:1:pos:R:3:forces:R:3
O -1.378546 -2.797710 -0.238902 -2.75 -0.81 -4.93
C 0.125719 1.663553 -0.191466 -0.93 1.36 1.27
C -0.418264 0.095448 -2.792296 1.62 -4.01 -1.22
C 0.725247 -0.034648 -2.105615 -3.20 4.09 0.56
C 1.149533 1.048736 -1.124978 0.45 -1.61 0.75
C 0.501504 -0.066168 2.662242 0.83 0.11 1.36
C -0.113998 -0.506400 1.361713 -0.72 -1.26 -1.20
C -0.794847 0.647639 0.592959 2.71 -0.67 -0.83
H -1.604213 -2.454530 0.552488 -0.84 1.45 4.17
H 1.452061 0.402560 2.377706 -0.03 0.31 0.31
H -1.353266 0.186014 -0.210331 -0.64 -0.14 0.08
H 0.703017 -1.009520 0.679107 -1.65 0.62 1.29
H -0.722432 2.182917 -0.733144 1.43 0.29 0.19
H 1.772899 1.731370 -1.635740 0.05 1.60 -1.07
H -0.104378 0.710526 3.242574 0.63 -1.14 -0.74
H -0.986043 -1.250342 1.502514 1.69 0.99 0.26
H -1.193501 0.745942 -2.613706 -1.26 1.86 0.49
H 0.837707 -0.909600 3.365888 -0.82 0.98 -0.95
H -0.709928 -0.744790 -3.510805 0.48 1.21 0.93
H -1.398156 1.171065 1.290941 -0.88 0.64 0.38
H 1.359421 -0.803801 -2.237587 2.05 -2.60 -0.65
H -0.524340 -3.105654 -0.237968 3.40 -1.06 0.39
H 1.971899 0.671532 -0.515666 -0.21 -0.75 0.56
H 0.702906 2.425861 0.520074 -1.40 -1.47 -1.39
```
Positions in Å, forces in eV/Å.

Results
LUMO (alpha / beta): 3.85 / 3.65 eV
charge: -1
Kohn-Sham gap (alpha / beta): 2.66 / 10.00 eV
M: 116.20 g/mol
2S+1: 2

---

2.
Density functional theory data (ωB97M-V with the def2-TZVPD basis set) for a 2-piece molecular cluster, C7H16O overall in a non-equilibrium geometry.

```
24
Properties=species:S:1:pos:R:3:forces:R:3
O 0.948072 -4.224784 3.607764 0.40 -0.10 0.30
C 0.284317 0.488750 0.146714 -1.61 0.33 -1.36
C -1.071413 0.612726 0.830022 0.64 0.07 -0.39
C -1.393073 -0.436105 1.850996 -0.29 -0.24 0.90
C 1.430565 1.703865 -2.649994 -0.38 0.62 0.14
C 1.312462 0.255944 -2.127520 -0.17 -0.44 -1.31
C 0.073344 -0.095032 -1.306561 1.57 1.17 1.41
C -1.927760 1.564330 0.455720 -0.49 -0.40 0.96
H 0.639722 2.421649 -2.374362 -0.13 -0.62 0.48
H -0.672558 -1.236150 1.968534 0.79 0.18 -0.09
H 2.335942 2.194366 -2.284744 0.14 -0.11 -0.41
H -1.827450 2.220512 -0.394512 0.45 0.22 0.02
H 1.266127 -0.372352 -3.027130 0.07 -0.02 0.02
H -0.803039 0.405156 -1.720280 -0.05 -0.38 -0.12
H -2.824461 1.681300 1.060852 -0.19 -0.06 -0.37
H 0.672613 1.499320 -0.058306 0.19 -0.30 0.56
H -0.005692 -1.164056 -1.255820 -0.52 -0.55 -0.07
H 2.244394 -0.076456 -1.650174 -0.32 0.26 0.25
H 0.926914 -0.115401 0.774147 0.41 0.00 -0.18
H 0.745999 -3.494634 4.224426 -0.13 -0.11 -0.27
H 1.347230 1.739102 -3.744258 0.58 -0.11 0.16
H 0.094647 -4.457824 3.213831 -0.22 0.18 -0.05
H -1.553504 -0.063846 2.880341 -0.07 0.07 -0.48
H -2.243408 -1.050390 1.580320 -0.69 0.31 -0.11
```
Positions in Å, forces in eV/Å.

Results
LUMO (alpha / beta): 3.23 / 3.12 eV
charge: -1
Kohn-Sham gap (alpha / beta): 2.14 / 9.12 eV
M: 116.20 g/mol
2S+1: 2

---

3.
Density functional theory data (ωB97M-V with the def2-TZVPD basis set) for a 2-piece molecular cluster, C7H16O overall in a non-equilibrium geometry.

```
24
Properties=species:S:1:pos:R:3:forces:R:3
O -0.906340 -2.538934 -3.090367 -0.61 -0.43 -0.02
C 0.773297 0.053994 0.576824 0.82 0.32 -0.09
C 0.669368 -0.578492 3.062635 0.64 0.28 0.04
C -1.893888 1.642535 -1.820040 -0.97 -1.55 0.56
C 0.136955 -0.146773 1.724883 -1.48 -0.74 -0.09
C -1.345856 0.790874 -0.668306 1.46 1.00 1.15
C 2.288898 -0.012284 0.599426 0.61 1.14 0.54
C 0.156827 0.483714 -0.760073 0.38 -0.79 1.59
H 0.366113 -0.421237 -1.376535 -0.04 1.05 -0.40
H -1.165405 -3.141108 -2.379488 0.10 0.19 -0.19
H 0.049049 -0.268330 3.890555 -0.39 0.55 0.06
H 1.669226 -0.170024 3.260097 -0.13 -0.30 -0.05
H -1.771136 -0.162388 -0.318957 -0.76 0.35 -0.98
H 2.642275 0.787178 1.261495 -0.14 0.17 0.13
H -1.776988 1.096265 -2.754258 -0.09 0.35 -0.28
H -0.115962 -2.110350 -2.782169 0.51 0.25 0.21
H 0.814908 1.344667 -0.956131 -0.52 -0.18 -0.99
H 0.675035 -1.658458 3.210211 0.32 -0.22 -0.42
H -1.461602 1.449870 0.211373 0.11 -0.30 -0.04
H 2.594364 -0.880799 1.145717 0.43 -0.83 -0.14
H -2.964514 1.794417 -1.602481 0.29 0.07 -0.46
H 2.940074 0.183084 -0.276773 -1.03 -0.62 -0.08
H -1.418116 2.615878 -1.834802 0.25 0.01 -0.12
H -0.956580 -0.153309 1.677160 0.24 0.25 0.08
```
Positions in Å, forces in eV/Å.

Results
LUMO: 0.77 eV
Kohn-Sham gap: 9.64 eV
M: 116.20 g/mol
SMILES: C/C=C(\C)CCC.O

---

4.
Density functional theory data (ωB97M-V with the def2-TZVPD basis set) for a 2-piece molecular cluster, C7H16O2 overall.

```
25
Properties=species:S:1:pos:R:3:forces:R:3
O -0.339557 1.778919 -0.470545 0.02 0.10 -0.18
O -2.747695 0.769860 0.769332 -0.09 0.42 -0.12
C 2.607403 0.607581 1.350204 -0.22 0.00 -0.12
C 1.584999 0.519409 0.224382 0.29 -0.20 -0.27
C 2.238324 0.588438 -1.159346 -0.21 -0.05 0.14
C -2.426097 -0.590955 0.892514 -0.16 -0.42 -0.10
C -2.474845 -1.362724 -0.434509 0.14 0.05 0.25
C 0.519384 1.575213 0.347876 0.12 -0.04 0.34
C -1.145442 -1.368246 -1.181470 -0.33 -0.03 -0.03
H 3.140267 1.554758 1.310706 0.10 0.12 0.03
H 2.122373 0.524050 2.319762 0.01 0.01 0.16
H -1.256377 -1.865161 -2.142703 0.08 -0.05 -0.11
H -0.802102 -0.353524 -1.362300 0.11 0.06 -0.06
H 2.896067 -0.263271 -1.309159 0.09 -0.06 -0.02
H 2.823759 1.500447 -1.253127 0.09 0.10 -0.05
H -2.773426 -2.393382 -0.229717 -0.06 -0.01 -0.02
H -3.174727 -0.992694 1.580025 0.13 -0.03 0.00
H -0.393049 -1.908333 -0.608784 0.12 -0.03 0.02
H -3.248875 -0.909312 -1.057466 -0.08 -0.05 0.07
H 0.554510 2.166115 1.281822 -0.12 0.13 0.07
H 1.478175 0.584865 -1.935571 -0.02 0.00 -0.09
H 1.059179 -0.440419 0.300093 -0.04 0.09 0.01
H -1.435724 -0.715029 1.359663 -0.05 -0.08 0.01
H 3.334414 -0.195300 1.261573 0.08 -0.05 0.02
H -2.140939 1.188696 0.146744 0.02 0.05 0.05
```
Positions in Å, forces in eV/Å.

Results
LUMO: 0.65 eV
Kohn-Sham gap: 10.48 eV
M: 132.20 g/mol
SMILES: CC(C)C=O.CCCO

---

5.
Density functional theory data (ωB97M-V with the def2-TZVPD basis set) for a single C7H16O2 molecule.

```
25
Properties=species:S:1:pos:R:3:forces:R:3
O -0.096674 1.879217 -0.195558 -0.10 0.26 -0.08
O -0.373045 -0.963258 -1.347090 0.08 -0.13 0.18
C -1.762597 -0.307751 0.552631 0.33 -0.01 -0.28
C 0.996451 0.869940 1.689488 -0.09 0.02 -0.30
C 0.228046 -1.797637 0.734571 -0.13 0.29 -0.25
C -0.343590 -0.566181 0.021844 -0.02 0.03 0.33
C 0.577095 0.695548 0.224345 0.33 -0.44 0.14
C 1.832506 0.599897 -0.646274 -0.43 0.13 0.09
C -1.069113 -0.144760 -2.260522 -0.04 0.11 -0.15
H 2.454685 -0.231747 -0.332989 0.09 -0.11 -0.01
H 0.133768 0.869778 2.353334 -0.08 -0.02 0.12
H 1.561054 0.462336 -1.687402 0.03 -0.02 -0.10
H -0.815046 0.910738 -2.146451 -0.05 -0.06 -0.06
H -2.220560 0.548672 0.063923 -0.09 0.04 0.00
H 1.255518 -1.970249 0.432095 0.17 -0.05 0.01
H -0.720036 2.136773 0.491538 0.00 0.00 -0.03
H -1.743089 -0.136125 1.625646 -0.03 0.03 0.11
H 2.395274 1.524803 -0.552330 0.09 0.07 0.06
H 1.504764 1.827596 1.789453 0.03 0.05 -0.01
H 0.175442 -1.692369 1.812931 0.03 0.00 0.14
H -0.357249 -2.663430 0.436123 -0.06 -0.07 0.00
H -0.762560 -0.486062 -3.249021 -0.08 0.04 -0.02
H 1.679931 0.087379 2.000818 0.05 -0.11 0.09
H -2.376718 -1.183867 0.356930 -0.06 -0.07 0.01
H -2.154256 -0.269239 -2.168033 0.04 0.03 -0.01
```
Positions in Å, forces in eV/Å.

Results
LUMO: 0.79 eV
Kohn-Sham gap: 10.07 eV
M: 132.20 g/mol
SMILES: COC(C)(C)C(C)(C)O

---

6.
Density functional theory data (ωB97M-V with the def2-TZVPD basis set) for a 2-piece molecular cluster, C7H16O2 overall.

```
25
Properties=species:S:1:pos:R:3:forces:R:3
O -0.885422 1.269702 1.561288 -0.05 -0.08 0.06
O 1.795958 0.713982 2.508628 -0.14 -0.01 0.45
C -2.520792 -0.678688 0.324118 -0.15 0.32 0.03
C -2.011722 0.538982 -0.442652 -0.31 -0.38 0.09
C -1.444322 0.162492 -1.810712 -0.09 0.22 0.19
C -1.023182 1.330562 0.367398 -0.06 0.25 -0.33
C 2.069288 -0.931718 -0.884792 -0.05 -0.05 0.26
C 2.238388 0.488892 1.197378 -0.12 -0.22 -0.23
C 1.651688 -0.780078 0.572448 0.28 0.20 -0.01
H 1.756388 -0.067268 -1.467492 -0.02 0.07 -0.13
H 0.845238 0.895132 2.488308 0.15 0.04 -0.06
H -1.055732 1.040072 -2.325492 0.07 0.02 -0.11
H -2.223882 -0.278408 -2.427592 -0.02 -0.02 -0.05
H 3.326218 0.401962 1.260458 -0.03 0.04 -0.12
H -0.644022 -0.564048 -1.701992 0.13 -0.09 -0.03
H -3.350342 -1.144498 -0.205462 -0.01 -0.02 -0.02
H -1.728992 -1.414828 0.435238 0.10 -0.10 0.05
H 0.563778 -0.740118 0.646768 -0.03 -0.07 0.07
H 1.627728 -1.825648 -1.320792 0.01 -0.04 -0.12
H -2.852492 1.234992 -0.600262 0.12 -0.01 0.01
H 2.004968 1.351632 0.556128 0.07 -0.01 -0.04
H 3.150828 -1.015148 -0.960502 0.13 -0.01 -0.09
H -0.420192 2.037892 -0.236872 0.12 0.08 0.08
H 1.988258 -1.643788 1.149658 -0.09 0.01 0.05
H -2.857642 -0.382048 1.316788 0.00 -0.10 0.00
```
Positions in Å, forces in eV/Å.

Results
LUMO: 0.69 eV
Kohn-Sham gap: 10.47 eV
M: 132.20 g/mol
SMILES: CC(C)C=O.CCCO

---

7.
Density functional theory data (ωB97M-V with the def2-TZVPD basis set) for C7H16O5S2 as an isolated structure in a non-equilibrium geometry.

```
30
Properties=species:S:1:pos:R:3:forces:R:3
S 0.802648 0.196401 0.296580 -0.42 -0.84 -0.48
S 2.742876 1.935232 -0.612105 2.08 -3.81 -0.89
O -0.375669 -0.756103 -0.314045 0.93 -0.61 0.93
O 2.762466 1.566942 0.788953 0.30 0.68 0.19
O -2.940490 -0.729393 1.492383 -1.36 0.52 0.08
O 3.818287 1.369966 -1.474389 -2.02 1.65 1.35
O -0.240986 2.720404 -0.842632 0.97 -1.48 -0.58
C 1.173451 0.502125 -2.464382 -2.51 -3.51 -2.73
C -1.803227 -1.332831 3.610549 -2.62 0.36 -2.81
C -2.284960 0.336674 0.830377 0.83 -1.28 -0.06
C -1.694138 -0.161944 -0.526786 0.49 -2.39 1.65
C -2.188489 -1.734671 2.144133 -0.03 0.16 0.16
C 1.231074 0.984406 -1.123756 -0.10 2.60 1.91
C 2.479950 3.600256 -0.785447 -1.73 0.76 0.43
H -1.370586 -1.910679 1.445483 0.47 -0.70 0.62
H -1.497699 0.782735 1.469753 -0.02 -0.25 -0.42
H -2.799350 -1.195025 4.038261 0.25 -0.55 0.69
H 0.749916 1.173409 -3.206137 0.21 0.60 0.24
H 0.396354 -0.469068 -2.618798 2.27 2.40 0.86
H -3.012633 1.112184 0.735873 -0.60 0.43 -0.49
H 2.724881 4.088139 0.170451 -0.13 -0.23 -0.43
H 3.047507 3.955583 -1.603659 0.54 0.46 -0.82
H 2.177598 0.199339 -2.825798 -0.46 0.16 0.42
H -1.402936 0.559476 -1.236279 -1.16 1.02 -1.23
H -2.857591 -2.641133 2.231274 0.76 0.92 -0.39
H -1.071164 2.292150 -1.107200 0.38 0.45 -0.01
H -1.404540 -0.351444 3.650314 1.22 0.64 0.06
H -1.239685 -2.147683 3.934219 1.02 -0.87 1.40
H -2.143362 -1.160260 -0.876595 -0.44 2.20 0.08
H 1.361430 3.601288 -0.991976 0.87 0.53 0.25
```
Positions in Å, forces in eV/Å.

Results
LUMO (alpha / beta): -1.07 / -1.07 eV
Kohn-Sham gap (alpha / beta): 7.98 / 7.99 eV
M: 244.33 g/mol

---

8.
Density functional theory data (ωB97M-V with the def2-TZVPD basis set) for a 2-piece molecular cluster, C7H16S overall.

```
24
Properties=species:S:1:pos:R:3:forces:R:3
S 0.971368 2.436393 -0.101640 0.18 0.22 0.22
C -1.694080 -1.009158 -0.449525 -0.34 -0.07 0.11
C -1.232907 -0.078835 -1.578657 -0.24 0.28 -0.20
C 0.736781 -1.222308 -0.848765 0.39 -0.09 0.09
C 0.215694 1.696400 1.378899 -0.47 0.07 0.12
C -0.000594 -0.799757 -2.125710 0.18 0.03 -0.39
C -0.385516 -1.573858 0.161969 0.04 -0.26 0.28
C 1.206349 0.945432 2.257390 0.13 -0.09 0.06
H 1.974721 1.634585 2.646334 -0.25 -0.31 -0.11
H -0.178472 -1.118407 1.149460 -0.11 -0.39 -0.45
H -0.550482 1.006762 0.975374 0.35 0.42 0.27
H -2.017052 0.102429 -2.338731 0.38 -0.07 0.37
H 1.437221 -2.063337 -1.014586 -0.32 0.43 0.10
H -0.320153 -1.693291 -2.695745 0.12 0.33 0.19
H 1.325264 -0.363279 -0.472979 -0.21 -0.42 -0.22
H -2.325508 -0.495061 0.300447 0.24 -0.28 -0.36
H -0.931213 0.902898 -1.165586 -0.18 -0.38 -0.27
H 0.683410 0.483335 3.111563 0.21 0.16 -0.25
H -0.462710 -2.668754 0.305842 0.04 0.55 0.02
H 1.823208 3.250254 0.557519 -0.15 -0.13 -0.13
H 0.618942 -0.175496 -2.797955 -0.30 -0.28 0.34
H -0.309502 2.485858 1.950182 0.23 -0.43 -0.31
H -2.291671 -1.833229 -0.884545 0.20 0.38 0.24
H 1.706901 0.150424 1.679445 -0.13 0.33 0.28
```
Positions in Å, forces in eV/Å.

Results
LUMO: 0.83 eV
Kohn-Sham gap: 9.90 eV
M: 132.27 g/mol
SMILES: C1CCCC1.CCS

---

9.
Density functional theory data (ωB97M-V with the def2-TZVPD basis set) for a 2-piece molecular cluster, C7H17F3Si2 overall in a non-equilibrium geometry.

```
29
Properties=species:S:1:pos:R:3:forces:R:3
Si -4.412789 1.007270 -1.224458 -0.54 -0.45 0.65
Si 1.869181 -0.379755 -0.003942 -0.53 -0.29 0.39
F -6.777860 -0.143368 -0.368245 -0.12 0.07 -0.17
F -5.605071 0.677995 1.243252 0.08 0.20 0.19
F -5.032526 -1.192973 0.336781 0.19 -0.18 -0.05
C 1.553090 1.133523 2.500066 -0.06 -0.12 -0.08
C 1.304900 -0.072596 1.633604 0.84 -0.05 -1.53
C 2.827188 0.731597 -1.216499 -0.21 0.09 0.49
C 3.211886 2.085197 -0.637275 0.04 0.14 -0.04
C 1.415287 -1.991044 -0.909757 0.01 0.24 0.41
C -5.509812 0.037581 0.061853 0.02 0.04 -0.14
C 0.931823 -3.081841 0.034688 -0.02 -0.09 0.02
H 3.819955 1.961974 0.255261 0.07 0.09 0.11
H -4.878654 2.386362 -1.118432 0.02 0.25 -0.14
H 1.924913 1.976564 1.926455 0.05 0.15 0.02
H 2.226588 0.891084 -2.117752 -0.07 -0.22 0.05
H 0.628324 1.437371 2.993613 -0.01 0.10 0.03
H 0.632550 -1.788757 -1.644913 0.05 0.16 -0.09
H 3.735016 0.214921 -1.540861 -0.12 -0.21 0.03
H 0.710780 -3.999138 -0.509271 -0.05 -0.08 0.02
H 0.030612 -2.767731 0.553710 -0.12 -0.04 0.12
H 3.780518 2.670939 -1.359530 0.03 0.07 0.02
H 0.796693 -0.877663 2.150417 -0.07 -0.21 -0.18
H 2.279156 0.912277 3.285496 0.02 0.04 0.06
H 2.273372 -2.366369 -1.470975 0.12 0.20 -0.06
H 2.323343 2.652415 -0.368262 -0.01 0.12 0.07
H 1.690598 -3.304221 0.781070 0.01 -0.09 0.12
H -3.043068 0.817921 -0.761569 0.29 0.05 -0.05
H -4.705989 0.370452 -2.504538 0.08 0.01 -0.28
```
Positions in Å, forces in eV/Å.

Results
LUMO: 0.47 eV
Kohn-Sham gap: 8.10 eV
M: 214.38 g/mol
SMILES: FC(F)(F)[SiH3].CC=[Si](CC)CC

---

We obtain electronic energy values of -9562.53527, -9563.76172, -9564.82033, -11613.00315, -11613.26613, -11613.13359, -39419.89408, -18353.76759, -31440.68929 eV for the records listed above, in that order.